ORCA calculation (ωB97M-V/def2-TZVPD) on C21H31CoF5P2S as an isolated structure.

Each line ends with the Mulliken spin population.
Cartesian coordinates (Å):
P 1.385 -2.476 -1.376  0.0271
P 1.519 0.576 -1.454  -0.0075
C 0.893 -1.583 -2.972  0.0168
C 1.882 -0.419 -3.039  0.0032
H -0.170 -1.281 -2.819  -0.0025
H 0.976 -2.322 -3.783  0.0024
H 2.951 -0.709 -3.073  0.0015
H 1.624 0.223 -3.886  -0.0031
C 0.378 1.640 -2.485  0.0217
H -0.076 2.476 -1.946  -0.0065
H -0.396 1.075 -3.016  -0.0022
H 1.017 2.078 -3.265  0.0031
C 2.723 1.935 -1.283  0.0171
H 2.823 2.392 -2.271  0.0097
H 3.695 1.597 -0.906  -0.0145
H 2.266 2.650 -0.582  0.0001
C -0.073 -3.373 -0.754  0.0092
H 0.154 -3.800 0.229  0.0042
H -0.284 -4.153 -1.486  0.0095
H -0.916 -2.685 -0.639  -0.0092
C 2.642 -3.539 -2.070  -0.0044
H 2.693 -3.492 -3.174  0.0025
H 2.394 -4.563 -1.774  -0.0016
H 3.639 -3.256 -1.699  0.0039
Co 1.491 -0.895 -0.156  2.0226
C -1.800 3.175 -0.202  0.0029
C -2.748 3.057 -1.143  -0.0007
C -3.008 1.804 -1.924  0.0027
C -4.328 1.164 -1.499  -0.0002
C -4.231 0.458 -0.169  -0.0014
C -3.222 0.574 0.728  -0.0042
C -1.756 0.659 0.571  -0.0402
C -1.276 2.115 0.724  0.0014
C 2.964 -1.916 0.924  0.5469
H -1.232 4.124 -0.184  0.0003
H -3.381 3.942 -1.472  0.0000
H -2.186 1.124 -1.732  0.0001
H -2.977 2.041 -2.996  0.0000
H -5.090 1.956 -1.396  -0.0001
H -4.624 0.502 -2.323  0.0001
H -5.122 -0.186 0.006  -0.0001
H -3.545 0.735 1.749  0.0012
H -1.298 0.198 -0.314  0.0304
H -1.354 0.062 1.440  0.0042
H -1.501 2.456 1.756  0.0005
H -0.167 2.175 0.619  0.0111
H 3.243 -1.336 1.818  -0.0427
H 3.696 -1.786 0.100  0.0068
H 2.904 -2.998 1.136  -0.0178
F 0.409 1.112 6.892  0.0025
C 0.493 0.490 5.709  0.0450
C 1.364 0.969 4.720  -0.0182
F 2.176 2.012 4.992  -0.0011
C 1.404 0.338 3.480  0.0645
F 2.166 0.846 2.463  0.0036
C 0.622 -0.807 3.230  -0.0242
S 0.548 -1.545 1.665  0.3382
C -0.180 -1.320 4.277  0.0034
F -0.890 -2.457 4.069  0.0007
C -0.262 -0.669 5.494  -0.0178
F -1.042 -1.163 6.471  -0.0004

The value obtained for the energy relative to the best compared isomer or geometry (same formula, charge and spin) is 351.7 kJ/mol. As for the spin multiplicity: 4. The lowest unoccupied orbital energy (spin up / spin down) is 0.48 / -0.73 eV. The gap between HOMO and LUMO (spin up / spin down) comes out at 6.710 / 7.005 eV.

ORCA calculation (ωB97M-V/def2-TZVPD) on C21H31F5P2Re as an isolated structure.

Each line ends with the Mulliken spin population.
Cartesian coordinates (Å):
P 0.241 0.015 -4.638  0.1059
P -3.590 -1.288 -3.735  0.1378
C -1.076 -1.044 -5.401  0.0261
C -2.564 -0.633 -5.187  0.0256
H -0.883 -2.060 -5.041  -0.0025
H -0.839 -0.995 -6.474  -0.0006
H -2.671 0.473 -5.146  0.0075
H -3.085 -0.996 -6.086  0.0079
C -4.279 -2.935 -4.303  -0.0032
H -4.397 -3.585 -3.438  0.0008
H -3.637 -3.434 -5.031  -0.0004
H -5.277 -2.846 -4.742  0.0028
C -5.267 -0.534 -4.135  0.0045
H -5.686 -1.093 -4.977  0.0021
H -5.252 0.526 -4.394  -0.0007
H -5.947 -0.668 -3.291  -0.0009
C 1.879 -0.596 -5.184  0.0162
H 2.640 0.075 -4.773  -0.0007
H 1.976 -0.635 -6.266  0.0058
H 2.056 -1.594 -4.772  0.0001
C -0.022 1.622 -5.443  0.0246
H -0.947 2.075 -5.054  -0.0057
H -0.091 1.489 -6.527  0.0120
H 0.832 2.257 -5.168  -0.0035
Re 0.126 0.384 -2.534  1.5356
C -4.048 -1.806 -1.742  -0.0239
C -2.922 -2.650 -1.385  0.5715
C -2.022 -3.368 -2.369  0.0169
C -0.489 -3.092 -2.433  0.0512
C 0.041 -1.694 -2.463  0.0589
C -1.815 1.088 -2.325  -0.1291
C -3.270 0.844 -2.038  -0.0035
C -3.923 -0.353 -1.163  0.0568
C 1.841 1.495 -2.182  0.0865
H -5.068 -2.209 -1.711  0.0082
H -2.313 -2.148 -0.615  0.1569
H -2.325 -3.028 -3.383  0.0026
H -2.141 -4.460 -2.380  0.0336
H 0.047 -3.655 -1.638  -0.0027
H -0.125 -3.520 -3.411  -0.0011
H 1.140 -1.813 -2.383  0.0603
H -1.632 2.221 -2.344  0.0422
H -3.786 0.888 -3.025  -0.0211
H -3.608 1.775 -1.524  -0.0059
H -3.335 -0.333 -0.231  -0.0258
H -4.937 -0.011 -0.887  -0.0007
H 1.539 2.346 -1.538  -0.0062
H 2.391 1.862 -3.067  0.0382
H 2.506 0.837 -1.582  -0.0051
F 1.436 -1.854 -0.076  0.0017
C 0.391 -1.091 0.378  0.0204
C -0.016 0.070 -0.287  0.0389
C -0.720 0.975 0.499  0.0601
F -0.928 2.263 0.110  -0.0008
C -1.216 0.664 1.759  0.0026
F -1.833 1.623 2.472  0.0004
C -0.979 -0.590 2.337  0.0410
F -1.352 -0.851 3.597  0.0045
C -0.148 -1.456 1.626  -0.0239
F 0.267 -2.605 2.216  -0.0006

The value obtained for the energy relative to the best compared isomer or geometry (same formula, charge and spin) is 297.0 kJ/mol. As for the spin multiplicity: 4. The lowest unoccupied orbital energy (spin up / spin down) is -7.78 / -8.77 eV. The gap between HOMO and LUMO (spin up / spin down) comes out at 6.055 / 5.828 eV. The total charge is +2.

ORCA calculation (ωB97M-V/def2-TZVPD) on C21H31F5P2Sr as an isolated structure.

Each line ends with the Löwdin charge.
Cartesian coordinates (Å):
P 0.184 -1.578 -1.888  0.7424
P -0.076 1.784 -1.865  0.7720
C -0.149 -0.594 -3.438  -0.4204
C 0.366 0.870 -3.441  -0.3992
H -1.248 -0.611 -3.542  0.0800
H 0.279 -1.174 -4.271  0.0537
H 1.467 0.874 -3.522  0.0809
H 0.000 1.393 -4.341  0.0525
C -1.775 2.472 -2.118  -0.2726
H -2.036 3.074 -1.234  0.0434
H -2.489 1.639 -2.157  0.0349
H -1.920 3.099 -3.013  0.0439
C 1.022 3.257 -1.668  -0.2749
H 1.057 3.935 -2.529  0.0437
H 2.030 2.892 -1.458  0.0358
H 0.694 3.818 -0.788  0.0398
C -0.900 -3.058 -1.934  -0.2815
H -0.621 -3.703 -1.086  0.0433
H -0.828 -3.638 -2.874  0.0481
H -1.946 -2.733 -1.793  0.0424
C 1.877 -2.261 -2.111  -0.2786
H 2.601 -1.427 -2.063  0.0390
H 1.989 -2.793 -3.074  0.0448
H 2.098 -2.963 -1.283  0.0498
Sr -0.005 0.092 0.548  1.0928
C 0.556 1.743 -7.201  -0.1039
C -0.768 1.813 -6.926  -0.1194
C -1.848 1.007 -7.577  -0.1914
C -1.411 -0.312 -8.255  -0.2024
C -0.730 -1.288 -7.330  -0.1081
C 0.556 -1.377 -7.013  -0.1320
C 1.672 -0.530 -7.561  -0.1847
C 1.259 0.833 -8.164  -0.2075
C 0.059 -2.016 1.882  -0.3960
H 1.234 2.453 -6.731  0.0997
H -1.129 2.592 -6.259  0.0938
H -2.366 1.620 -8.336  0.1191
H -2.609 0.762 -6.818  0.1110
H -2.343 -0.810 -8.569  0.1094
H -0.852 -0.101 -9.176  0.0973
H -1.439 -2.029 -6.939  0.1060
H 0.904 -2.206 -6.385  0.0988
H 2.219 -1.090 -8.341  0.1184
H 2.405 -0.339 -6.759  0.1095
H 2.201 1.350 -8.408  0.1104
H 0.735 0.687 -9.117  0.0980
H 0.756 -1.561 2.613  -0.0773
H 0.409 -2.945 1.417  -0.0954
H -0.997 -2.030 2.211  -0.0759
F -2.396 0.959 2.521  0.0115
C -1.421 1.852 2.923  -0.2607
C -0.275 1.974 2.190  -0.1779
C 0.821 2.690 2.537  -0.2716
F 1.970 2.593 1.776  0.0091
C 0.731 3.489 3.685  -0.1461
F 1.740 4.299 4.045  0.0933
C -0.453 3.452 4.434  -0.1324
F -0.568 4.259 5.510  0.0937
C -1.524 2.631 4.083  -0.1460
F -2.644 2.607 4.828  0.0939

The value obtained for the energy relative to the best compared isomer or geometry (same formula, charge and spin) is 1.6 kJ/mol. The lowest unoccupied orbital energy is 0.02 eV. The gap between HOMO and LUMO comes out at 6.256 eV.

ORCA calculation (ωB97M-V/def2-TZVPD) on C21H31GaO4 as an isolated structure.

Each line ends with the Löwdin charge.
Cartesian coordinates (Å):
O 1.234 -0.831 -5.402  -0.3075
C 1.593 0.490 -6.033  -0.1435
C 1.363 0.004 -7.451  -0.0711
H 2.648 0.710 -5.819  0.1281
H 0.902 1.277 -5.691  0.0973
C 1.219 -1.383 -6.826  -0.5275
H 2.231 0.145 -8.092  0.1215
H 0.438 0.423 -7.872  0.1225
C 2.366 -2.356 -7.029  -0.0207
H 3.347 -1.875 -6.946  0.0915
H 2.316 -2.815 -8.034  0.0964
H 2.278 -3.176 -6.297  0.1011
C -0.079 -2.082 -7.170  -0.0175
H -0.857 -1.312 -7.294  0.0895
H -0.320 -2.801 -6.367  0.1025
H 0.041 -2.631 -8.125  0.0996
Ga 1.439 -0.650 -3.329  0.9615
C -2.300 -0.982 0.776  -0.1024
C -1.700 0.294 0.609  -0.0999
C -1.775 0.640 -0.774  -0.0965
H -1.231 0.893 1.386  0.0947
C -2.432 -0.422 -1.464  -0.1217
C -2.795 -1.409 -0.503  -0.0796
H -3.364 -2.318 -0.696  0.0983
H -2.377 -1.553 1.699  0.0932
H -1.419 1.565 -1.223  0.0883
H -2.585 -0.460 -2.542  0.0799
C 1.599 -2.078 0.865  -0.1014
C 0.777 -2.908 0.052  -0.1313
C 1.448 -3.094 -1.202  -0.1652
H -0.230 -3.255 0.301  0.0780
C 2.663 -2.348 -1.164  -0.2366
C 2.756 -1.727 0.116  -0.1439
H 3.593 -1.127 0.471  0.0873
H 1.346 -1.738 1.867  0.0922
H 1.093 -3.707 -2.035  0.0772
H 3.414 -2.300 -1.950  0.0691
O -0.364 4.014 -5.372  -0.1488
C -1.180 2.918 -4.928  -0.2104
C -2.407 3.423 -4.138  -0.1449
H -0.589 2.209 -4.307  0.1001
H -1.450 2.361 -5.841  0.1151
C -2.164 4.942 -4.002  -0.1539
H -2.455 2.918 -3.179  0.0902
H -3.342 3.236 -4.681  0.1096
C -0.773 5.183 -4.623  -0.1894
H -2.224 5.321 -2.976  0.1097
H -2.947 5.435 -4.589  0.1043
H -0.018 5.373 -3.832  0.1164
H -0.772 6.066 -5.284  0.1163
C 3.071 2.401 -0.730  -0.0463
O 2.966 1.459 -1.833  -0.1143
C 1.854 0.739 -1.916  -0.5964
O 0.953 0.803 -1.080  -0.0269
H 2.234 3.105 -0.748  0.0878
H 4.009 2.933 -0.902  0.0865
H 3.102 1.877 0.232  0.0917

The value obtained for the energy relative to the best compared isomer or geometry (same formula, charge and spin) is 587.8 kJ/mol. The lowest unoccupied orbital energy (spin up / spin down) is -1.16 / -0.96 eV. The gap between HOMO and LUMO (spin up / spin down) comes out at 5.146 / 5.596 eV.